(a)
The following is a DFT calculation (wB97M-V/def2-TZVPD) of a single C15H23N3O4 molecule.

The LUMO energy is 0.36 eV. Its highest occupied orbital energy is -8.1 eV. As for the gap between HOMO and LUMO: 8.469 eV.

Structure (ORCA input):
```
! RIJCOSX wB97M-V def2-TZVPD def2/J DEFGRID3
* xyz 0 1
N 5.5188 -2.8669 -0.1018
C 5.3018 -1.6346 -0.7862
C 4.0856 -0.9946 0.0277
C 3.7592 0.5065 -0.3376
C 2.8177 1.2574 0.5468
C 1.4307 0.5484 0.9004
N 1.6829 -0.6862 1.8077
C 0.8602 0.1293 -0.4667
O 1.4034 -0.7170 -1.2304
N -0.2199 0.9572 -0.8606
C -1.1753 1.7451 -0.1840
C -1.7070 1.1934 1.0103
C -2.6239 0.0474 0.4767
C -3.8698 0.2031 -0.3380
C -4.7539 -0.9258 -0.4718
C -4.2595 -2.2207 -0.1895
O -4.9844 -3.3440 -0.4306
C -2.9873 -2.3972 0.4613
C -2.2291 -1.3862 0.9822
C -0.5976 3.1933 -0.2811
O 0.6047 3.3806 -0.3750
O -1.6516 3.9906 -0.0937
H 4.9003 -3.6762 -0.5347
H 6.6819 -3.0201 -0.0483
H 6.1986 -1.0121 -0.4168
H 5.0438 -1.4758 -1.7901
H 4.4287 -1.1019 1.0209
H 3.1705 -1.6002 0.1641
H 4.7169 0.9931 -0.2084
H 3.3325 0.5993 -1.4368
H 2.7352 2.1399 -0.3340
H 3.0328 1.6246 1.5783
H 0.8423 1.2846 1.3527
H 2.7260 -1.2241 1.5185
H 2.0608 -0.3301 2.7242
H -0.1900 0.6710 -2.0486
H -1.9451 2.0453 -0.9548
H -0.8628 0.7339 1.6087
H -2.2952 2.1114 1.3447
H -4.1098 1.2531 -0.5487
H -5.7015 -0.9551 -0.8752
H -5.7005 -3.0340 -0.9095
H -2.7289 -3.4459 0.3363
H -1.3786 -1.3391 1.5219
H -1.1178 4.8580 -0.0453
*
```


(b)
The following is a DFT calculation (wB97M-V/def2-TZVPD) of a single C15H23N3O4 molecule.

The LUMO energy is 0.50 eV. Its highest occupied orbital energy is -8.4 eV. As for the gap between HOMO and LUMO: 8.926 eV.

Structure (ORCA input):
```
! RIJCOSX wB97M-V def2-TZVPD def2/J DEFGRID3
* xyz 0 1
N -6.2851 -1.7988 1.9237
C -5.5084 -0.7522 1.2805
C -5.4102 -0.8037 -0.2519
C -4.2809 0.2254 -0.6715
C -2.8605 -0.1393 -0.2215
C -1.7864 0.9090 -0.5805
N -0.4759 0.5891 -0.0312
C 0.3003 -0.2830 -0.7413
O -0.0698 -0.9144 -1.7382
C 1.6756 -0.5583 -0.1496
N 2.0739 -1.9178 -0.4830
C 2.6990 0.4133 -0.7242
C 4.1427 0.2745 -0.2480
C 4.6882 1.2327 0.6213
C 5.9838 1.1208 1.0987
C 6.8053 0.0943 0.6382
O 8.0845 -0.0929 1.0134
C 6.3414 -0.7712 -0.3228
C 5.0078 -0.6974 -0.7280
C -2.2106 2.2450 -0.0864
O -1.7715 2.7630 0.9166
O -3.0822 2.9158 -0.8725
H -7.2430 -1.6032 1.8933
H -6.0895 -2.7253 1.5451
H -4.4562 -0.7470 1.7701
H -6.0795 0.1665 1.4852
H -5.0558 -1.8199 -0.6677
H -6.3669 -0.4541 -0.6531
H -4.6059 1.2569 -0.2880
H -4.2860 0.3901 -1.7838
H -2.6270 -1.1797 -0.5600
H -2.7898 -0.1524 0.8449
H -1.6972 0.8718 -1.6783
H -0.1285 0.9399 0.7983
H 1.6641 -0.3641 0.8991
H 1.8766 -2.0151 -1.4722
H 1.4627 -2.6064 -0.0442
H 2.6504 0.4401 -1.7719
H 2.3467 1.4063 -0.4104
H 4.1204 2.1209 0.9722
H 6.4220 1.8507 1.8193
H 8.3544 0.7336 1.4760
H 7.0591 -1.5485 -0.6517
H 4.6363 -1.4225 -1.4731
H -3.2284 2.4074 -1.6908
*
```


Short version: (b) is the most stable of them.


(a)
The following is a DFT calculation (wB97M-V/def2-TZVPD) of 2 unconnected molecules or ions with the total composition C6H11N2.

The LUMO energy (spin up / spin down) is -5.19 / -5.19 eV. Its highest occupied orbital energy (spin up / spin down) is -12.5 / -12.5 eV. As for the gap between HOMO and LUMO (spin up / spin down): 7.319 / 7.323 eV.

Structure (ORCA input):
```
! RIJCOSX wB97M-V def2-TZVPD def2/J DEFGRID3
* xyz 1 1
C 0.0101 2.1672 -0.5612
C -1.0869 -0.4538 1.5470
C -0.6688 1.3723 0.1720
C 1.9743 -0.9821 0.1792
C -1.7369 -0.6095 -0.6986
C 1.7503 -0.1876 -0.8938
N 0.1562 2.4349 0.7908
N -1.1508 0.0886 0.4000
H 0.3444 2.6217 -1.4245
H -1.1233 -1.5069 1.6837
H -0.7329 0.0801 2.4780
H 1.5860 -1.9423 0.2845
H 1.0130 2.2508 1.3851
H 2.5594 -0.9898 1.0526
H -0.9510 -0.5097 -1.4429
H -2.6756 -0.1520 -0.8746
H -1.9559 -1.6098 -0.3460
H 1.2417 -0.4813 -1.7336
H 2.2088 0.7394 -1.0927
*
```


(b)
The following is a DFT calculation (wB97M-V/def2-TZVPD) of a gas-phase ion, C6H11N2 (charge +1).

The LUMO energy is -6.73 eV. Its highest occupied orbital energy is -15.4 eV. As for the gap between HOMO and LUMO: 8.648 eV.

Structure (ORCA input):
```
! RIJCOSX wB97M-V def2-TZVPD def2/J DEFGRID3
* xyz 1 1
C -2.4679 0.2876 0.9022
C -2.0645 -0.9275 0.0439
C -1.0449 -0.5814 -1.0715
C 0.2230 -0.0551 -0.4928
N 0.5096 1.1974 -0.3575
C 1.7105 1.1944 0.4864
N 2.3222 -0.1284 0.3276
C 1.3400 -0.8877 -0.1072
H -3.5013 0.5705 0.7319
H -1.8140 1.1140 0.6201
H -2.3134 0.1046 1.9573
H -2.9219 -1.4492 -0.3740
H -1.4876 -1.6437 0.6489
H -1.4206 0.1187 -1.8173
H -0.8140 -1.5079 -1.6059
H 1.3222 1.1904 1.5074
H 2.3468 2.0430 0.2678
H 3.1452 -0.2020 -0.2754
H 1.4674 -1.9526 -0.2738
*
```


Short version: (b) is the most stable of them.


(a)
The following is a DFT calculation (wB97M-V/def2-TZVPD) of 2 unconnected molecules or ions with the total composition C6H11N2.

The LUMO energy is -3.91 eV. Its highest occupied orbital energy is -13.0 eV. As for the gap between HOMO and LUMO: 9.067 eV.

Structure (ORCA input):
```
! RIJCOSX wB97M-V def2-TZVPD def2/J DEFGRID3
* xyz 1 1
C 1.0418 -2.5691 -0.2243
N -0.4624 -2.5225 -0.1793
H 1.3511 -2.1939 -1.1916
H 1.4091 -3.5828 -0.1429
H 1.4788 -1.9334 0.5322
H -0.8270 -2.1825 0.7120
H -0.8389 -3.4615 -0.3234
H -0.8183 -1.9241 -0.9270
N 0.3392 1.6563 -1.3312
C -0.6125 2.5454 -1.0543
C -1.1267 2.7508 0.2194
C -0.6305 1.9893 1.2632
C 0.3627 1.0578 0.9928
C 0.8114 0.9395 -0.3145
H -0.9749 3.1204 -1.8983
H -1.8949 3.4926 0.3857
H -1.0015 2.1250 2.2707
H 0.7919 0.4534 1.7830
H 1.6016 0.2392 -0.5724
*
```


(b)
The following is a DFT calculation (wB97M-V/def2-TZVPD) of a gas-phase ion, C6H11N2 (charge +1).

The LUMO energy is -3.64 eV. Its highest occupied orbital energy is -13.1 eV. As for the gap between HOMO and LUMO: 9.482 eV.

Structure (ORCA input):
```
! RIJCOSX wB97M-V def2-TZVPD def2/J DEFGRID3
* xyz 1 1
H -3.0511 1.7808 -0.6627
N -3.2220 0.7862 -0.7854
C -2.3075 0.0625 -0.3651
C -1.7706 -1.2144 -0.1504
C -1.3163 -0.9972 1.2305
C -0.9430 -0.0085 0.1983
C 0.2802 0.6370 -0.2904
C 1.2802 -0.2108 -1.1597
N 1.0988 0.9075 1.0108
H -1.8013 -2.1815 -0.6791
H -2.1320 -0.6862 1.9159
H -0.5702 -1.6453 1.5831
H 0.0205 1.5192 -0.8008
H 1.6344 -1.1481 -0.7580
H 2.1528 0.2511 -1.4965
H 0.8091 -0.3986 -2.0736
H 1.8934 1.5842 1.2006
H 1.6579 0.0440 0.9844
H 0.3743 0.7194 1.6657
*
```


Short version: (a) is the most stable of them.